Computed, not measured: one molecule with the formula C9H18N2O4S in a non-equilibrium geometry, with the ωB97M-V functional and the def2-TZVPD basis.

Positions of all 34 atoms, in Å:
O: -1.495 2.726 3.915
N: 0.861 1.838 2.687
O: 0.172 3.028 2.291
O: 1.126 0.079 -0.554
O: 3.445 -0.403 2.180
C: -1.004 3.346 2.957
C: 0.955 0.997 1.687
N: -1.735 4.403 2.473
C: -1.312 5.211 1.349
C: -0.974 1.065 0.135
C: 0.836 -3.306 -1.898
C: 0.536 1.161 0.248
C: 2.126 -2.464 -1.869
C: 2.534 -1.929 -0.485
C: 1.412 -1.153 0.161
S: 1.793 -0.586 1.823
H: 3.585 0.476 2.589
H: -2.646 4.465 2.875
H: -1.147 4.610 0.453
H: -0.365 5.702 1.604
H: -2.026 6.000 1.111
H: -1.318 0.069 0.492
H: -1.470 1.802 0.754
H: -1.274 1.196 -0.876
H: 0.876 -3.983 -2.791
H: -0.042 -2.641 -1.944
H: 0.770 -3.919 -1.008
H: 0.933 2.102 -0.133
H: 2.032 -1.615 -2.540
H: 2.916 -3.100 -2.236
H: 3.429 -1.330 -0.543
H: 2.831 -2.769 0.151
H: 0.505 -1.729 0.180
H: 1.132 -1.358 2.751

Results
* LUMO: 0.216 eV
* ΔE to the lowest compared entry with this formula, charge and spin: 206.5 kcal per mole
* orbital gap: 0.226 Eh

=====

Computed, not measured: an isolated ion of composition C9H18NO3 and charge +1 in a non-equilibrium geometry, with the ωB97M-V functional and the def2-TZVPD basis.

Positions of all 31 atoms, in Å:
C: -3.151 1.960 -1.165
C: -1.691 1.536 -0.481
C: -1.502 -0.116 -0.562
C: -0.203 -0.670 0.269
C: 1.242 -0.869 -0.475
C: 1.506 0.097 -1.770
C: 2.995 0.853 -1.681
O: 3.956 0.529 -2.584
O: 3.260 1.871 -0.613
N: -0.268 -0.060 1.658
C: 0.382 -1.136 2.523
C: 0.228 -2.585 1.722
O: -0.577 -2.093 0.568
H: -4.041 1.781 -0.414
H: -3.321 1.427 -2.219
H: -3.127 3.128 -1.406
H: -0.849 2.130 -1.036
H: -1.743 1.908 0.627
H: -1.571 -0.523 -1.682
H: -2.466 -0.560 -0.018
H: 1.357 -1.999 -0.831
H: 2.088 -0.694 0.348
H: 0.674 0.890 -1.986
H: 1.587 -0.606 -2.731
H: 3.673 1.346 0.136
H: 0.100 0.916 1.689
H: -1.251 -0.055 2.054
H: 1.528 -0.897 2.514
H: 0.033 -1.163 3.646
H: -0.197 -3.475 2.353
H: 1.349 -2.870 1.545

Results
* LUMO: -3.452 eV
* charge: +1
* ΔE to the lowest compared entry with this formula, charge and spin: 121.8 kcal per mole
* orbital gap: 0.366 Eh

=====

Computed, not measured: a 2-piece molecular cluster, C9H18O overall in a non-equilibrium geometry, with the ωB97M-V functional and the def2-TZVPD basis.

Positions of all 28 atoms, in Å:
C: 1.322 -1.828 1.450
C: 1.399 -1.118 0.330
C: 2.604 -0.318 -0.065
C: 0.135 -1.357 -0.741
C: 0.559 -1.032 -2.152
O: -0.673 -2.224 -0.477
H: 0.478 -2.479 1.624
H: 2.060 -1.749 2.236
H: 2.327 0.706 -0.319
H: 3.311 -0.266 0.763
H: 3.098 -0.754 -0.934
H: 0.862 0.009 -2.238
H: 1.399 -1.662 -2.440
H: -0.270 -1.242 -2.825
C: -0.381 2.181 0.467
C: -1.070 0.836 0.253
C: -1.608 0.270 1.562
C: -2.191 0.966 -0.768
H: 0.448 2.085 1.168
H: 0.011 2.581 -0.469
H: -1.087 2.910 0.869
H: -0.045 0.099 0.097
H: -2.371 0.927 1.983
H: -2.045 -0.713 1.392
H: -0.797 0.143 2.280
H: -2.964 1.637 -0.388
H: -2.674 0.007 -0.951
H: -1.834 1.385 -1.708

Results
* LUMO: 0.689 eV
* ΔE to the lowest compared entry with this formula, charge and spin: 49.1 kcal per mole
* orbital gap: 0.367 Eh

=====

Computed, not measured: C9H18O17V3 as an isolated structure in a non-equilibrium geometry, with the ωB97M-V functional and the def2-TZVPD basis.

Positions of all 47 atoms, in Å:
O: -2.813 1.730 0.380
V: -1.516 2.376 1.074
O: -1.562 3.960 0.688
O: 1.906 3.672 -1.668
V: 2.330 2.342 -0.904
O: 3.926 2.379 -0.795
O: 0.747 -1.646 3.224
V: 1.422 -0.377 2.463
O: 2.968 -0.335 2.879
C: 0.471 0.659 0.195
O: 1.703 0.461 0.398
O: -0.222 0.401 1.186
O: 0.226 1.720 -0.422
O: 3.397 -1.939 -0.332
C: 2.606 -2.938 0.166
O: 1.834 -2.648 1.140
O: 2.663 -4.105 -0.279
H: 3.008 -1.204 0.180
O: 0.906 3.316 4.788
C: 0.589 2.451 3.824
O: 0.926 1.245 3.946
O: -0.050 2.822 2.801
H: 1.286 2.751 5.479
C: -3.890 -0.979 2.412
C: -3.509 -2.201 1.551
C: -4.614 -2.847 0.765
O: -2.364 -2.044 0.673
H: -4.796 -0.474 2.069
H: -3.133 -0.200 2.296
H: -3.993 -1.286 3.449
H: -3.078 -2.921 2.251
H: -4.368 -3.914 0.741
H: -4.782 -2.508 -0.253
H: -5.547 -2.872 1.337
H: -1.896 -1.241 0.928
C: 2.202 0.848 -5.169
C: 1.501 1.100 -3.807
C: 0.660 -0.131 -3.408
O: 2.560 1.206 -2.841
H: 1.383 0.879 -5.895
H: 2.509 -0.201 -5.144
H: 2.958 1.543 -5.521
H: 0.842 1.963 -3.888
H: 0.185 -0.600 -4.270
H: -0.116 0.087 -2.673
H: 1.310 -0.857 -2.915
H: 3.225 0.559 -3.100

Results
* LUMO: 0.154 eV
* charge: -1
* orbital gap: 0.185 Eh

=====

Computed, not measured: one molecule with the formula C9H18O2S in a non-equilibrium geometry, with the ωB97M-V functional and the def2-TZVPD basis.

Positions of all 30 atoms, in Å:
C: 1.527 -0.927 0.644
C: 0.501 -0.033 1.293
C: -0.829 -0.171 0.630
C: 0.397 0.593 -1.490
C: 0.353 -0.378 2.801
C: -1.844 0.928 0.767
C: -1.289 -1.503 0.205
C: -0.495 0.285 -2.652
C: 0.821 1.997 -1.272
O: 0.999 -1.995 -1.650
O: 2.928 -0.501 -1.600
S: 1.564 -0.752 -1.207
H: 2.516 -0.694 1.215
H: 1.342 -2.016 0.656
H: 0.812 0.949 1.374
H: 0.206 -1.545 3.007
H: -0.603 0.231 3.269
H: 1.288 -0.078 3.398
H: -1.317 1.887 0.563
H: -2.289 1.015 1.774
H: -2.629 0.908 0.068
H: -0.882 -2.255 0.875
H: -1.023 -1.748 -0.782
H: -2.428 -1.596 0.383
H: -1.380 -0.042 -2.097
H: -0.117 -0.582 -3.300
H: -0.783 1.102 -3.287
H: 1.574 2.375 -1.992
H: 1.157 1.963 -0.162
H: -0.075 2.586 -1.431

Results
* LUMO (alpha / beta): -0.139 / 0.266 eV
* ΔE to the lowest compared entry with this formula, charge and spin: 85.6 kcal per mole
* orbital gap (alpha / beta): 0.278 / 0.307 Eh

=====

Computed, not measured: one molecule with the formula C9H18OSi2 in a non-equilibrium geometry, with the ωB97M-V functional and the def2-TZVPD basis.

Positions of all 30 atoms, in Å:
C: -0.839 0.528 3.551
C: -0.709 -0.695 3.110
C: -1.459 1.518 2.642
C: 0.616 -2.306 -1.015
C: 1.983 -1.782 -0.522
C: 0.185 -1.202 -2.074
C: 1.802 -0.388 0.008
C: -0.885 1.798 1.177
C: 0.109 0.197 -1.479
O: 1.385 0.560 -1.048
Si: -1.167 0.391 -0.049
Si: -0.241 1.497 -2.873
H: -0.648 0.997 4.472
H: -0.398 -1.639 3.589
H: -2.615 1.128 2.487
H: -1.644 2.590 3.143
H: 0.648 -3.353 -1.424
H: 0.076 -2.441 -0.028
H: 2.421 -2.289 0.249
H: 2.593 -2.096 -1.401
H: 0.920 -1.177 -2.918
H: -0.859 -1.452 -2.585
H: 1.141 -0.453 0.921
H: 2.875 -0.035 0.389
H: -1.434 2.521 0.693
H: 0.115 1.968 1.366
H: -2.605 0.283 -0.775
H: -1.690 1.183 -3.153
H: 0.407 1.368 -4.104
H: -0.085 2.782 -2.348

Results
* LUMO (alpha / beta): -0.191 / -0.381 eV
* ΔE to the lowest compared entry with this formula, charge and spin: 160.5 kcal per mole
* orbital gap (alpha / beta): 0.316 / 0.239 Eh

=====

Computed, not measured: one molecule with the formula C9H18Si in a non-equilibrium geometry, with the ωB97M-V functional and the def2-TZVPD basis.

Positions of all 28 atoms, in Å:
C: 0.125 0.390 -2.920
C: -0.039 0.867 -1.695
C: -0.560 2.350 -1.555
Si: 0.112 -0.236 -0.113
C: 1.995 -0.798 0.127
C: -0.580 -2.006 -0.366
C: -0.219 -2.869 0.801
C: -0.511 0.785 1.361
C: -1.665 0.367 1.911
C: 0.359 1.941 1.960
H: 0.621 -0.538 -3.327
H: -0.156 0.903 -3.837
H: -0.889 2.821 -2.491
H: 0.378 2.857 -1.352
H: -1.320 2.435 -0.742
H: 2.356 -1.366 -0.713
H: 2.706 -0.025 0.294
H: 2.089 -1.453 0.902
H: -1.653 -2.132 -0.743
H: 0.055 -2.222 -1.187
H: -0.946 -2.803 1.604
H: -0.231 -3.944 0.424
H: 0.859 -2.642 0.976
H: -2.435 -0.361 1.690
H: -2.000 0.968 2.731
H: 0.662 1.795 2.976
H: -0.276 2.821 1.990
H: 1.163 2.096 1.295

Results
* LUMO: 0.910 eV
* ΔE to the lowest compared entry with this formula, charge and spin: 27.0 kcal per mole
* orbital gap: 0.373 Eh